Entry 1:
{
  "formula": "C2HCl2IO",
  "method": "ωB97M-V/def2-TZVPD",
  "homo_energy_ev": -10.297,
  "e_above_lowest_kcal_mol": 0.0,
  "smiles": "O=CC(Cl)(Cl)I",
  "total_charge": 0,
  "species": ["O", "C", "C", "Cl", "Cl", "I", "H"],
  "coordinates": [[1.2599, -1.2342, 0.7755], [0.2237, -0.8852, 0.3106], [-0.0266, 0.4829, -0.2900], [1.4481, 1.4048, -0.5162], [-0.9138, 0.3376, -1.8116], [-1.3043, 1.4037, 1.2386], [-0.6871, -1.5095, 0.2930]]
}

Entry 2:
{
  "formula": "C6H10O",
  "method": "ωB97M-V/def2-TZVPD",
  "homo_energy_ev": -9.600,
  "e_above_lowest_kcal_mol": 39.3,
  "smiles": "C=CCOCC=C",
  "total_charge": 0,
  "species": ["C", "C", "C", "O", "C", "C", "C", "H", "H", "H", "H", "H", "H", "H", "H", "H", "H"],
  "coordinates": [[-0.9546, -1.5595, 0.8059], [-1.5421, -1.2220, -0.3366], [-1.0642, -0.2159, -1.3545], [0.2591, 0.2480, -1.2118], [0.4476, 1.4102, -0.4349], [1.2601, 1.1633, 0.8106], [2.0348, 0.0995, 0.9878], [-0.0262, -1.1012, 1.1274], [-1.3952, -2.3023, 1.4665], [-2.4818, -1.7013, -0.6172], [-1.7709, 0.6321, -1.3678], [-1.1192, -0.6727, -2.3505], [-0.5185, 1.8649, -0.1726], [0.9799, 2.1466, -1.0570], [1.1895, 1.9324, 1.5801], [2.0994, -0.6707, 0.2233], [2.6024, -0.0512, 1.9012]]
}

Entry 3:
{
  "formula": "C22H27N5O3",
  "method": "ωB97M-V/def2-TZVPD",
  "homo_energy_ev": -8.640,
  "e_above_lowest_kcal_mol": 0.1,
  "smiles": "C=CCNC(=O)Cn1c(=O)c2c(ncn2CCC(C)C)n(Cc2ccccc2)c1=O",
  "total_charge": 0,
  "species": ["C", "C", "C", "N", "C", "O", "C", "N", "C", "O", "C", "C", "N", "C", "N", "C", "C", "C", "C", "C", "N", "C", "C", "C", "C", "C", "C", "C", "C", "O", "H", "H", "H", "H", "H", "H", "H", "H", "H", "H", "H", "H", "H", "H", "H", "H", "H", "H", "H", "H", "H", "H", "H", "H", "H", "H", "H"],
  "coordinates": [[-0.8441, -1.0311, -1.8960], [-1.5764, -2.1009, -2.1434], [-1.7258, -3.2799, -1.2242], [-1.2751, -3.0228, 0.1207], [-0.0804, -3.4439, 0.5764], [0.6538, -4.1925, -0.0277], [0.2605, -2.8888, 1.9732], [0.6142, -1.4743, 1.8922], [-0.4364, -0.5639, 1.8307], [-1.6050, -0.9258, 1.9129], [0.0260, 0.7709, 1.6548], [1.3765, 1.0918, 1.6168], [1.5398, 2.4229, 1.4526], [0.3155, 2.9017, 1.3777], [-0.6400, 1.9651, 1.5001], [-2.0644, 2.0988, 1.3380], [-2.4570, 1.9741, -0.1392], [-3.9476, 1.6611, -0.3205], [-4.4019, 2.0620, -1.7224], [-4.2139, 0.1747, -0.0921], [2.3356, 0.1428, 1.7558], [3.7449, 0.5027, 1.6411], [4.1408, 0.5510, 0.1879], [4.4764, -0.6200, -0.4801], [4.7939, -0.5850, -1.8264], [4.7768, 0.6176, -2.5132], [4.4349, 1.7853, -1.8522], [4.1137, 1.7530, -0.5063], [1.9827, -1.1821, 1.8961], [2.8139, -2.0467, 2.0416], [-0.7590, -0.2235, -2.6030], [-0.2771, -0.9261, -0.9850], [-2.1186, -2.1920, -3.0752], [-2.7752, -3.5937, -1.1974], [-1.1262, -4.1115, -1.6122], [-1.7957, -2.3483, 0.6709], [-0.5996, -2.9923, 2.6384], [1.1254, -3.4279, 2.3611], [0.0981, 3.9425, 1.2422], [-2.3783, 3.0655, 1.7393], [-2.5328, 1.2992, 1.9145], [-2.2028, 2.9032, -0.6544], [-1.8756, 1.1691, -0.5940], [-4.5186, 2.2448, 0.4104], [-5.4508, 1.8143, -1.8655], [-4.2785, 3.1310, -1.8809], [-3.8192, 1.5317, -2.4726], [-3.7481, -0.4098, -0.8835], [-3.8077, -0.1609, 0.8580], [-5.2825, -0.0259, -0.0986], [4.3159, -0.2590, 2.1755], [3.8658, 1.4804, 2.1101], [4.4800, -1.5568, 0.0570], [5.0538, -1.4985, -2.3400], [5.0271, 0.6442, -3.5637], [4.4165, 2.7240, -2.3867], [3.8319, 2.6583, 0.0108]]
}

What is the formula in the third record?
C22H27N5O3